80
Properties=species:S:1:pos:R:3:forces:R:3 method="wB97M-V/def2-TZVPD" homo_lumo_gap_ev=8.0 lumo_ev=-2.2008 de_lowest_kj_mol=166.0 charge=+1 homo_energy_ev=-10.20 spin_multiplicity=1
Mg -0.248 -0.108 -1.088 1.5 0.7 0.4
C -0.809 3.577 -2.037 0.1 -0.2 0.1
C -1.767 2.701 -1.308 -0.2 -0.1 0.1
C -3.016 3.013 -0.769 0.0 -0.2 0.0
C -3.581 1.798 -0.416 -0.1 0.4 0.1
C -4.899 1.563 0.226 -0.1 -0.2 0.0
N -2.693 0.830 -0.717 -0.9 0.4 0.3
N -1.583 1.389 -1.226 0.6 0.8 -0.1
B -2.966 -0.655 -1.057 -0.2 0.0 0.0
N -2.413 -0.913 -2.470 -0.7 -0.1 -0.4
N -1.114 -0.719 -2.759 0.8 -0.1 -1.1
C -0.888 -1.113 -4.003 -0.3 0.0 0.1
C 0.480 -1.029 -4.578 0.0 0.0 0.1
C -2.088 -1.571 -4.553 -0.1 0.0 0.1
C -3.031 -1.430 -3.548 0.1 -0.2 -0.5
C -4.476 -1.777 -3.593 0.0 0.1 0.2
N -2.217 -1.604 -0.112 -0.6 -0.3 0.7
N -0.932 -1.879 -0.400 0.8 -0.6 0.2
C -0.601 -3.014 0.206 -0.4 0.0 -0.1
C 0.723 -3.640 -0.028 0.0 0.2 0.1
C -1.691 -3.462 0.955 -0.1 0.3 -0.2
C -2.701 -2.540 0.729 0.2 -0.3 0.2
C -4.065 -2.501 1.313 -0.1 0.1 -0.1
H -0.906 4.614 -1.718 0.1 0.0 0.0
H -1.036 3.531 -3.104 0.0 0.1 0.0
H 0.214 3.216 -1.901 -0.1 0.1 -0.1
H -3.459 3.983 -0.656 -0.1 0.2 -0.1
H -5.451 2.499 0.290 0.0 -0.1 0.0
H -4.762 1.163 1.233 -0.1 0.0 0.0
H -5.494 0.846 -0.336 -0.1 0.0 0.0
H -4.128 -0.854 -1.015 -0.3 -0.1 0.0
H 1.162 -0.632 -3.819 0.1 0.0 -0.2
H 0.497 -0.379 -5.451 0.1 0.1 0.0
H 0.828 -2.013 -4.886 0.1 0.0 0.0
H -2.245 -1.951 -5.543 -0.1 -0.1 -0.1
H -4.738 -2.145 -4.581 0.0 0.0 0.0
H -5.082 -0.901 -3.370 -0.1 0.0 0.0
H -4.706 -2.546 -2.857 -0.1 0.0 0.0
H 1.220 -3.103 -0.839 0.1 -0.2 0.1
H 0.605 -4.686 -0.301 0.0 0.0 -0.1
H 1.338 -3.592 0.869 0.1 0.0 0.0
H -1.739 -4.331 1.577 -0.1 -0.2 0.1
H -4.244 -3.393 1.908 0.0 0.0 0.0
H -4.820 -2.434 0.533 -0.1 0.0 0.0
H -4.169 -1.629 1.960 -0.1 0.0 0.0
C 5.405 -2.547 3.634 -0.3 0.2 -0.5
Ge 4.114 -1.916 2.270 -0.2 0.1 0.1
C 4.550 -0.061 1.716 -0.1 -0.5 0.1
C 4.171 -3.128 0.705 0.0 0.3 0.4
C 2.293 -2.002 3.137 0.3 0.1 -0.3
Se 0.786 -1.048 2.311 0.2 0.1 0.2
C 1.129 0.681 3.137 0.1 -0.2 -0.1
H 6.394 -2.615 3.189 0.1 0.0 0.0
H 5.132 -3.531 4.001 -0.1 -0.1 0.0
H 5.456 -1.866 4.477 0.0 0.1 0.1
H 5.490 -0.043 1.170 0.1 -0.1 0.0
H 4.660 0.583 2.584 0.0 0.1 0.2
H 3.781 0.349 1.066 -0.1 0.0 0.0
H 5.197 -3.198 0.356 0.1 0.0 -0.1
H 3.557 -2.768 -0.115 -0.1 0.1 -0.1
H 3.844 -4.129 0.974 -0.1 -0.1 0.1
H 2.341 -1.622 4.156 0.1 -0.1 0.1
H 1.980 -3.046 3.194 0.0 0.0 0.1
H 2.119 1.022 2.830 -0.1 0.1 0.0
H 1.068 0.590 4.219 0.0 0.0 0.0
H 0.351 1.358 2.777 0.2 -0.1 0.1
C -0.054 4.027 1.354 0.2 -0.3 -0.1
As 1.624 3.439 0.532 0.0 0.9 0.3
C 2.176 4.883 -0.660 0.1 -0.1 0.0
C 2.935 3.698 1.944 0.0 -0.1 0.0
S 1.785 1.506 -0.303 -0.1 -0.2 -0.2
H 0.140 4.997 1.809 0.1 0.0 0.0
H -0.350 3.319 2.129 0.1 0.0 -0.1
H -0.859 4.116 0.629 0.1 -0.1 0.0
H 2.294 5.777 -0.044 0.0 -0.1 0.0
H 1.472 5.096 -1.462 0.0 -0.2 0.1
H 3.147 4.623 -1.091 -0.2 0.0 0.1
H 3.190 4.758 1.989 -0.1 -0.1 0.0
H 3.837 3.130 1.715 -0.1 -0.1 0.0
H 2.540 3.388 2.910 0.0 -0.1 -0.1